Entry w
2 unconnected molecules or ions with the total composition C5H14NO2, computed with ωB97M-V/def2-TZVPD.

Geometry (Å):
1 C -1.45 1.74 0.91
2 H 1.92 1.53 1.79
3 H -2.24 2.33 0.27
4 H 2.59 0.85 0.29
5 H 0.36 -0.44 1.80
6 H -1.90 -3.92 -0.41
7 H 1.16 1.89 -2.57
8 H -0.63 -3.94 -1.72
9 H -0.75 2.20 -2.14
10 H -0.77 -2.67 -0.54
11 C -1.28 -3.35 -1.11
12 H 1.31 -1.28 0.96
13 H -2.06 -2.84 -1.72
14 O -1.08 0.45 0.43
15 H -0.55 2.38 0.91
16 H -1.81 1.59 1.90
17 N 1.04 -0.30 0.95
18 O 0.69 1.00 -1.03
19 C 0.30 1.90 -1.89
20 C 0.05 0.20 -0.20
21 H 2.96 0.10 1.84
22 C 2.14 0.60 1.29

Calculated values
- HOMO (spin up / spin down): -12.83 / -12.37 eV
- Charge: +1
- 2S+1: 1

These are the Löwdin partial charges, in e, on atoms 1 to 5:
1. C -0.032
2. H 0.099
3. H 0.144
4. H 0.121
5. H 0.222


Entry x
3 unconnected molecules or ions with the total composition C5H14NO2, computed with ωB97M-V/def2-TZVPD.

Geometry (Å):
1 C 1.71 1.75 -0.75
2 H -2.94 0.10 1.25
3 O 0.75 -1.67 2.50
4 H 1.60 -0.46 -1.29
5 H -0.55 -1.72 -0.58
6 H -2.58 -2.11 -1.42
7 C -0.29 0.36 -0.89
8 C 1.05 0.44 -1.00
9 C 2.30 1.99 0.64
10 H -1.56 0.01 1.58
11 O -2.17 -0.46 0.98
12 H 0.16 -2.45 2.51
13 H 1.66 1.59 1.47
14 H -0.94 1.06 -0.41
15 H -2.67 -0.36 -2.02
16 H 1.07 2.58 -1.08
17 H 2.54 3.00 0.61
18 H 3.14 1.25 0.69
19 H 0.30 -1.19 1.80
20 H 2.44 1.99 -1.55
21 N -0.94 -0.94 -1.10
22 C -2.08 -1.17 -1.61

Calculated values
- HOMO: -14.40 eV
- Charge: +1
- 2S+1: 1

These are the Löwdin partial charges, in e, on atoms 1 to 5:
1. C -0.268
2. H 0.095
3. O -0.041
4. H 0.137
5. H 0.169


Which of them is the most stable? Correct choice: entry x.


Entry w
CH4FNS in the gas phase, computed with ωB97M-V/def2-TZVPD.

Geometry (Å):
1 H 1.18 0.41 0.18
2 H -0.96 -0.93 -0.96
3 H -0.46 1.00 0.71
4 C 0.10 0.23 0.26
5 N -0.58 -0.01 -1.04
6 H -0.13 -0.60 0.91
7 S -0.46 1.01 -2.32
8 F 0.93 0.45 -3.28

Calculated values
- HOMO: -9.33 eV
- 2S+1: 1

These are the Löwdin partial charges, in e, on atoms 1 to 5:
1. H 0.092
2. H 0.070
3. H 0.048
4. C -0.141
5. N -0.503


Entry x
CH4FNS in the gas phase, computed with ωB97M-V/def2-TZVPD.

Geometry (Å):
1 S -1.81 0.44 -0.26
2 H 1.90 0.22 0.15
3 H 1.04 -1.10 -0.24
4 F -2.52 -1.12 0.18
5 H -0.03 0.88 1.38
6 N -0.32 0.45 0.43
7 H 0.83 0.30 -1.31
8 C 0.92 -0.07 -0.33

Calculated values
- HOMO: -9.33 eV
- 2S+1: 1

These are the Löwdin partial charges, in e, on atoms 1 to 5:
1. S 0.883
2. H 0.089
3. H 0.045
4. F -0.537
5. H 0.113


Which of them is the most stable? Correct choice: entry w.


Entry w
3 unconnected molecules or ions with the total composition C3H13NO3, computed with ωB97M-V/def2-TZVPD.

Geometry (Å):
1 H -0.37 0.49 -2.67
2 N 0.52 0.80 0.62
3 O 0.28 -0.94 -1.47
4 H 1.00 -1.22 -0.91
5 H -2.17 -3.26 -0.96
6 C 1.20 1.76 1.50
7 H -0.15 2.32 -0.62
8 H 0.03 0.12 1.23
9 H 0.34 2.13 2.09
10 C -0.19 1.23 -0.54
11 O -0.61 -1.19 1.62
12 O -1.45 -2.74 -0.56
13 H 1.29 0.72 -2.02
14 H -0.94 -1.78 0.93
15 H -1.28 1.16 -0.42
16 C 0.27 0.44 -1.79
17 H -0.08 -1.72 2.19
18 H -1.23 -2.11 -1.26
19 H 1.63 2.54 0.87
20 H 1.89 1.27 2.17

Calculated values
- HOMO (spin up / spin down): -15.10 / -15.11 eV
- Charge: +1
- 2S+1: 2

These are the Löwdin partial charges, in e, on atoms 1 to 5:
1. H 0.140
2. N 0.090
3. O -0.070
4. H 0.098
5. H 0.082


Entry x
4 unconnected molecules or ions with the total composition C3H13NO3, computed with ωB97M-V/def2-TZVPD.

Geometry (Å):
1 H -1.94 -1.30 -0.89
2 H 2.11 -0.89 0.28
3 O -0.18 -2.89 -1.24
4 N -0.01 2.17 1.39
5 O 1.93 0.81 -0.75
6 H 2.46 -2.31 -0.15
7 H 0.48 -2.62 -0.58
8 O 2.03 -1.82 0.56
9 H 0.01 1.81 2.34
10 C -1.53 -0.31 -0.83
11 H 1.44 0.78 -1.58
12 H -0.79 -0.41 1.16
13 H -1.23 2.32 -0.29
14 H -2.02 1.83 1.15
15 C -1.04 0.25 0.33
16 H 1.30 1.25 -0.16
17 H -1.74 0.33 -1.68
18 C -1.06 1.67 0.57
19 H 0.08 3.17 1.37
20 H -0.31 -3.82 -1.02

Calculated values
- HOMO (spin up / spin down): -14.78 / -14.60 eV
- Charge: +1
- 2S+1: 2

These are the Löwdin partial charges, in e, on atoms 1 to 5:
1. H 0.084
2. H 0.005
3. O -0.059
4. N 0.084
5. O -0.025


Which of them is the most stable? Correct choice: entry w.


Entry w
C5H7FO in the gas phase, computed with ωB97M-V/def2-TZVPD.

Geometry (Å):
1 C 1.35 -1.05 -0.07
2 H 2.37 -1.48 0.47
3 C 1.27 0.34 0.24
4 O -0.92 -0.51 -0.41
5 H -2.95 -0.31 -1.85
6 H 1.08 -1.35 -1.04
7 H -0.05 -1.43 1.70
8 C 0.12 -0.63 0.64
9 F 2.47 0.64 1.14
10 C -1.84 0.49 -0.27
11 H 1.17 1.09 -0.61
12 H -3.48 1.49 -1.51
13 H -1.59 1.24 0.50
14 C -2.80 0.70 -1.31

Calculated values
- HOMO: -8.86 eV
- 2S+1: 1

These are the Löwdin partial charges, in e, on atoms 1 to 5:
1. C -0.134
2. H 0.199
3. C -0.168
4. O -0.119
5. H 0.074


Entry x
C5H7FO in the gas phase, computed with ωB97M-V/def2-TZVPD.

Geometry (Å):
1 C -1.11 1.19 -0.28
2 H -2.39 -0.16 -0.74
3 H -0.99 1.90 0.61
4 H 0.68 0.76 -2.46
5 C 0.32 -0.64 0.79
6 H -0.55 -0.90 1.42
7 H 0.99 -2.31 2.09
8 C 0.91 0.42 -1.29
9 F 2.12 -0.18 -0.91
10 H 2.42 -1.37 1.08
11 C 1.28 -1.40 1.29
12 H -1.13 1.81 -1.13
13 C -0.01 0.32 -0.33
14 O -2.52 0.57 -0.15

Calculated values
- HOMO: -9.31 eV
- 2S+1: 1

These are the Löwdin partial charges, in e, on atoms 1 to 5:
1. C -0.186
2. H 0.043
3. H 0.164
4. H 0.190
5. C -0.142


Which of them is the most stable? Correct choice: entry x.


Entry w
A gas-phase ion, C3H4NO3 (charge -1), computed with ωB97M-V/def2-TZVPD.

Geometry (Å):
1 O 1.23 -1.81 -0.06
2 H 2.31 0.39 -0.22
3 H -1.12 -1.79 -0.23
4 O -2.38 0.72 -0.75
5 C 1.25 0.57 -0.08
6 C 0.56 -0.77 -0.08
7 H 0.82 1.23 -0.84
8 C -1.63 0.36 0.18
9 N -0.80 -0.85 -0.09
10 H 1.13 1.04 0.89
11 O -1.39 0.91 1.27

Calculated values
- HOMO: -4.34 eV
- Charge: -1
- 2S+1: 1

These are the Löwdin partial charges, in e, on atoms 1 to 5:
1. O -0.041
2. H 0.070
3. H 0.123
4. O -0.072
5. C -0.019


Entry x
2 unconnected molecules or ions with the total composition C3H4NO3, computed with ωB97M-V/def2-TZVPD.

Geometry (Å):
1 C -1.65 0.54 0.46
2 C 0.31 -1.37 -0.33
3 H -2.66 0.93 0.11
4 O -0.27 -2.38 -0.08
5 H 2.83 0.49 -1.07
6 H -1.11 1.44 0.90
7 C 2.04 0.32 -0.38
8 H -1.66 -0.35 1.12
9 O -1.11 0.06 -0.71
10 O 1.88 1.17 0.45
11 N 1.40 -0.85 -0.48

Calculated values
- HOMO: -3.69 eV
- Charge: -1
- 2S+1: 1

These are the Löwdin partial charges, in e, on atoms 1 to 5:
1. C -0.331
2. C -0.396
3. H 0.059
4. O 0.058
5. H 0.088


Which of them is the most stable? Correct choice: entry w.


Entry w
6 unconnected molecules or ions with the total composition C30H60O10, computed with ωB97M-V/def2-TZVPD.

Geometry (Å):
1 O 8.58 0.12 -4.14
2 C 0.20 -0.18 1.01
3 H 5.71 3.48 -1.63
4 C -6.14 1.81 1.64
5 C -5.85 -0.53 1.68
6 H -0.37 -1.62 -0.47
7 H 5.04 2.65 -3.05
8 H 6.19 -0.35 2.41
9 C -9.10 -4.60 5.75
10 C -3.06 3.86 -2.63
11 H 4.02 0.08 4.02
12 C 0.95 1.80 -0.38
13 H 3.21 -3.21 1.82
14 O -7.71 -4.30 5.55
15 C -9.74 -3.33 6.28
16 H 7.26 1.68 -3.00
17 O 0.56 1.14 -1.57
18 H -6.99 -2.68 6.59
19 O -3.46 -0.23 -1.87
20 O -7.02 1.29 2.64
21 C 6.67 1.57 -2.10
22 C -4.14 4.96 -2.57
23 H 6.97 -0.90 -4.91
24 H -5.22 -1.38 1.94
25 H -10.80 -3.26 6.05
26 H -2.15 4.28 -2.23
27 H 8.82 -2.68 -3.76
28 H -4.65 0.79 0.40
29 C -8.89 -2.25 5.63
30 H -9.19 -5.44 6.43
31 H 0.30 1.44 -3.55
32 C 4.86 0.51 -1.00
33 C 5.18 -2.26 1.99
34 O 3.19 -1.55 3.05
35 C -5.08 0.75 1.40
36 H -7.70 -0.66 2.85
37 C -7.51 -2.88 5.65
38 H -9.22 -2.09 4.60
39 C -4.40 1.95 -2.41
40 H 5.60 -0.11 -2.94
41 H -9.64 -3.28 7.37
42 H 0.07 -0.39 2.06
43 H -2.86 0.98 -3.48
44 H 7.32 1.75 -1.24
45 H 7.77 0.20 -6.04
46 H 9.62 -0.75 -2.58
47 C -3.74 0.67 -2.93
48 H 0.69 1.76 1.69
49 C -6.76 -0.10 2.83
50 H -1.41 -1.56 0.91
51 C -0.88 -0.94 0.20
52 C -2.13 -0.42 -1.67
53 H -0.81 1.73 0.86
54 H -6.72 2.00 0.74
55 H -9.53 -4.88 4.78
56 H 10.60 -0.21 -3.96
57 C 5.47 2.50 -2.05
58 C 8.85 -1.67 -5.66
59 C 6.00 0.20 -1.97
60 H 1.01 2.81 -2.71
61 H -6.45 -0.80 0.81
62 H -4.60 4.88 -1.60
63 H -0.72 2.45 -2.52
64 H 3.85 0.23 2.26
65 C 3.84 -2.72 2.57
66 H -2.85 3.57 -3.66
67 O -1.80 -0.07 -0.45
68 H 8.32 -2.48 -6.14
69 H -3.68 5.93 -2.72
70 H -8.92 -1.29 6.15
71 H 5.19 0.41 0.04
72 H -6.88 -2.55 4.83
73 H -4.91 2.42 -3.25
74 H 3.99 -3.41 3.41
75 C 9.50 -2.05 -4.34
76 C 4.11 -0.46 3.08
77 C 5.49 -1.05 2.86
78 H -4.43 0.21 -3.62
79 H 2.02 1.64 -0.22
80 H 6.67 -0.58 -1.61
81 C 0.27 2.01 -2.62
82 O -1.42 -0.82 -2.51
83 H 5.05 -1.95 0.95
84 H -4.27 0.86 2.13
85 C 0.19 1.33 0.83
86 H 0.80 2.87 -0.48
87 H 10.45 -2.58 -4.45
88 H -4.88 4.77 -3.32
89 H 5.94 -3.04 2.02
90 C 7.94 -0.53 -5.25
91 H -5.13 1.63 -1.67
92 O -3.42 2.77 -1.82
93 H 1.18 -0.58 0.76
94 H -5.72 2.75 1.99
95 O 4.48 1.87 -1.23
96 H -6.26 -0.23 3.80
97 H 9.61 -1.30 -6.36
98 H 5.91 -1.38 3.82
99 H 4.00 -0.14 -1.15
100 C 9.66 -0.69 -3.67

Calculated values
- HOMO: -9.16 eV
- 2S+1: 1

These are the Löwdin partial charges, in e, on atoms 1 to 5:
1. O -0.168
2. C -0.140
3. H 0.116
4. C -0.202
5. C -0.162


Entry x
10 unconnected molecules or ions with the total composition C30H60O10, computed with ωB97M-V/def2-TZVPD.

Geometry (Å):
1 H -5.84 -4.51 -0.23
2 H -4.39 1.83 -1.92
3 H -1.12 -0.55 -5.52
4 H 0.85 4.81 3.03
5 H -1.18 -1.57 -2.93
6 H -3.83 3.52 -1.77
7 H 7.12 -0.48 -3.92
8 H -4.38 -0.92 -2.08
9 H 1.50 -3.25 6.42
10 C 6.14 0.87 2.99
11 H 1.40 5.63 -2.07
12 H -5.38 -2.62 -5.26
13 H 0.25 0.59 -5.83
14 O -1.33 1.83 -2.38
15 O 5.95 -2.31 -2.64
16 H -5.39 -3.06 2.82
17 C 0.38 4.65 4.00
18 H 1.90 -1.59 -0.40
19 H 5.82 0.72 -3.58
20 C -0.43 -2.86 5.57
21 H -0.69 4.89 3.89
22 H -2.33 2.50 0.43
23 H -0.68 -2.48 3.45
24 C 0.49 2.14 3.40
25 C -2.24 1.61 -0.19
26 O -3.63 -2.73 0.27
27 C 4.04 1.42 1.60
28 H 0.62 -4.71 5.87
29 C 5.60 -1.17 -2.60
30 H -1.33 1.07 0.04
31 H -5.91 -2.85 -0.84
32 C 4.22 -0.81 -2.11
33 H -2.17 -2.44 4.37
34 O -0.05 -0.56 1.79
35 H -2.71 -0.53 -2.64
36 H 1.05 6.65 -0.69
37 H -0.98 0.99 -4.67
38 C -4.57 -3.54 2.27
39 H -1.43 -3.98 3.98
40 H 3.50 0.95 2.42
41 H -6.77 -3.31 0.66
42 H 3.52 -1.60 -2.38
43 C 5.51 1.04 1.64
44 H 0.47 -2.10 -2.57
45 C 1.50 5.70 -0.98
46 H -3.65 -3.12 2.70
47 C -3.60 2.53 -2.17
48 H -5.62 -2.64 -3.46
49 H -3.20 -2.20 -2.25
50 H 2.27 2.94 -0.59
51 H 4.17 -0.73 -1.02
52 C -5.31 -2.06 -4.33
53 C 0.36 -0.44 -3.93
54 C -4.60 -3.18 0.82
55 H 1.18 2.35 2.59
56 H 0.96 3.04 -1.78
57 H 3.83 0.10 -2.55
58 H -3.53 2.60 -3.26
59 H 7.03 0.38 -2.35
60 H 1.05 -0.15 -1.00
61 O -3.21 -1.19 -5.03
62 C -5.87 -3.45 0.06
63 O -0.80 -2.18 6.48
64 H 2.03 -0.02 0.47
65 H 5.63 0.09 3.56
66 H 0.74 1.18 3.85
67 H -5.98 -1.21 -4.44
68 H 2.57 5.72 -0.77
69 C -3.94 -1.48 -4.12
70 H 3.68 1.12 0.63
71 C 0.83 4.56 -0.28
72 H 0.65 2.43 -0.15
73 H -0.53 2.06 3.01
74 C -1.21 -2.95 4.28
75 O 0.03 4.75 0.61
76 H 0.08 -3.11 -0.10
77 C 0.53 3.22 4.46
78 C 0.21 -1.10 0.75
79 C -0.41 0.15 -5.08
80 H -4.57 -4.60 2.49
81 H -3.09 0.97 0.06
82 H 1.37 -3.63 4.69
83 H -0.29 -2.49 -4.14
84 O 1.35 0.08 -3.49
85 H 7.19 0.62 2.88
86 H 0.79 5.33 4.74
87 H 6.03 1.81 3.54
88 H -1.08 -2.75 1.16
89 O 0.74 2.96 5.62
90 O 6.13 0.86 0.61
91 C 0.85 -3.67 5.65
92 C 1.39 -0.68 -0.10
93 C -0.18 -1.73 -3.36
94 C 1.21 3.17 -0.72
95 C 6.45 -0.07 -3.17
96 C -3.53 -1.25 -2.67
97 H -1.29 -2.04 -0.44
98 C -0.55 -2.32 0.31
99 H 3.94 2.51 1.71
100 C -2.29 1.98 -1.65

Calculated values
- HOMO: -9.07 eV
- 2S+1: 1

These are the Löwdin partial charges, in e, on atoms 1 to 5:
1. H 0.099
2. H 0.076
3. H 0.053
4. H 0.057
5. H 0.042


Which of them is the most stable? Correct choice: entry x.


Entry w
2 unconnected molecules or ions with the total composition C4H9N2O, computed with ωB97M-V/def2-TZVPD.

Geometry (Å):
1 H -0.19 2.73 1.02
2 H -0.22 2.85 -0.78
3 H 1.14 1.99 0.01
4 H -2.86 -1.97 0.38
5 H 2.46 -1.96 -0.20
6 N -0.93 -1.12 -0.02
7 H -0.41 -2.01 0.01
8 C -2.36 -0.99 -0.02
9 C 0.13 2.24 0.12
10 H 3.98 -1.09 -0.13
11 H -2.59 -0.70 -1.06
12 C -0.17 -0.10 0.02
13 O -0.64 1.06 -0.01
14 H -2.68 0.00 0.57
15 C 2.97 -1.01 -0.01
16 N 2.37 0.07 0.10

Calculated values
- HOMO (spin up / spin down): -13.51 / -15.68 eV
- Charge: +1
- 2S+1: 3

These are the Löwdin partial charges, in e, on atoms 1 to 5:
1. H 0.110
2. H 0.144
3. H 0.040
4. H 0.142
5. H 0.087


Entry x
A gas-phase ion, C4H9N2O (charge +1), computed with ωB97M-V/def2-TZVPD.

Geometry (Å):
1 C -0.81 -0.40 0.00
2 H 0.12 1.45 -0.61
3 H -0.97 0.87 1.72
4 H -0.05 0.30 -1.79
5 H 2.13 -0.36 -1.37
6 N -0.09 -1.48 0.50
7 H 2.11 0.55 0.16
8 H 1.86 -2.09 0.63
9 H -2.22 1.12 0.47
10 O -1.78 -0.85 -1.18
11 H -2.18 -1.69 -0.95
12 N 0.21 0.45 -0.81
13 H -2.27 -0.30 1.52
14 C 1.54 -0.12 -0.48
15 C -1.61 0.39 0.99
16 C 1.15 -1.37 0.29

Calculated values
- HOMO (spin up / spin down): -10.77 / -15.71 eV
- Charge: +1
- 2S+1: 3

These are the Löwdin partial charges, in e, on atoms 1 to 5:
1. C -0.419
2. H 0.193
3. H 0.104
4. H 0.190
5. H 0.140


Which of them is the most stable? Correct choice: entry x.


Entry w
2 unconnected molecules or ions with the total composition C3H5F2N, computed with ωB97M-V/def2-TZVPD.

Geometry (Å):
1 N 0.98 -1.69 0.75
2 C -1.07 0.71 -1.02
3 F -0.07 -0.25 1.79
4 H -0.10 2.57 -0.61
5 H 1.85 -1.93 0.27
6 H 0.61 0.92 0.00
7 H 0.23 -2.25 0.77
8 C 1.09 -0.44 1.17
9 C -0.11 1.48 -0.56
10 H -1.27 -0.39 -0.85
11 F -2.14 1.26 -1.71

Calculated values
- HOMO: -9.86 eV
- 2S+1: 1

These are the Löwdin partial charges, in e, on atoms 1 to 5:
1. N 0.117
2. C -0.197
3. F -0.023
4. H 0.081
5. H 0.111


Entry x
C3H5F2N in the gas phase, computed with ωB97M-V/def2-TZVPD.

Geometry (Å):
1 H -0.90 -1.59 0.87
2 F -1.15 1.58 0.33
3 C -0.41 -0.57 0.94
4 N 1.36 0.62 -0.28
5 C 0.26 -0.21 -0.40
6 H 0.19 -0.98 -1.21
7 H 2.23 0.08 -0.16
8 H 1.48 1.05 -1.23
9 H 0.18 -0.20 1.79
10 F -2.13 -0.10 -0.67
11 C -1.11 0.33 0.03

Calculated values
- HOMO: -9.49 eV
- 2S+1: 1

These are the Löwdin partial charges, in e, on atoms 1 to 5:
1. H 0.131
2. F 0.160
3. C 0.005
4. N 0.030
5. C -0.324


Which of them is the most stable? Correct choice: entry x.